# 1
Here is a molecular structure, C14H27NaO13 from OMol25. Energies are from ωB97M-V/def2-TZVPD.

Structure (XYZ):
```
55
Properties=species:S:1:pos:R:3:forces:R:3:mulliken_charge:R:1
Na 0.295 -1.253 -0.853 -0.046 0.235 -0.376 0.839
C -0.953 1.427 -6.244 0.380 -1.559 1.248 -0.543
O -0.214 1.250 -5.096 0.476 0.491 0.089 -0.797
H -2.008 1.405 -5.971 -0.780 0.558 -0.429 0.165
H -0.707 2.251 -6.913 0.064 0.939 0.141 0.179
H -0.823 0.572 -6.908 -0.057 -0.671 -0.637 0.160
C -5.773 7.539 -0.888 0.462 -1.024 0.000 -1.396
C -4.507 6.724 -1.328 -0.569 2.043 -0.312 0.463
C -3.213 7.388 -0.865 -0.019 0.903 0.776 -0.444
O -2.428 6.329 -0.363 0.067 -1.189 -0.231 -0.335
C -3.189 5.195 -0.300 0.162 0.331 1.702 0.667
O -2.829 4.170 0.202 -0.296 0.634 -0.881 -0.531
O -4.464 5.494 -0.663 0.272 -1.220 -0.015 -0.350
H -5.753 7.848 0.157 0.648 0.074 0.069 0.383
H -6.638 6.875 -0.884 -0.114 0.073 -0.647 0.346
H -5.931 8.431 -1.494 -0.026 -0.224 -0.156 0.363
H -4.462 6.578 -2.407 -0.409 -0.221 -0.078 0.280
H -3.502 8.051 -0.049 0.320 0.047 0.356 0.246
H -2.573 7.983 -1.517 -0.476 -0.275 -0.563 0.309
C 6.032 -0.084 2.384 -0.435 -1.114 -0.497 -0.684
O 5.432 0.913 3.246 -1.149 -0.628 0.466 -0.272
C 4.077 0.843 3.557 0.422 0.514 -1.403 0.719
O 3.257 0.120 3.024 1.182 0.513 1.043 -0.557
O 3.797 1.860 4.424 2.586 -1.801 -1.714 -0.273
C 2.612 1.808 5.126 -1.458 0.691 0.456 -0.628
H 7.116 -0.150 2.485 -0.097 1.040 0.320 0.288
H 5.780 -0.005 1.327 -0.073 0.882 0.036 0.296
H 5.763 -1.126 2.555 -0.723 0.113 0.869 0.298
H 2.556 0.995 5.850 0.257 0.026 0.064 0.292
H 1.741 1.737 4.474 0.015 0.014 -0.103 0.300
H 2.635 2.789 5.600 -0.564 -0.271 0.411 0.221
C 3.618 -6.906 -3.498 -0.571 -0.466 0.688 -0.647
O 4.446 -5.976 -4.148 0.616 0.666 -0.093 -0.294
C 4.478 -4.682 -3.790 -0.494 0.503 -0.399 0.800
O 3.883 -4.137 -2.884 0.434 -0.679 -0.568 -0.579
O 5.261 -4.083 -4.703 0.632 -0.789 -0.552 -0.286
C 5.215 -2.678 -4.831 -1.401 1.402 1.727 -0.662
H 2.669 -7.008 -4.026 0.010 0.133 -0.089 0.271
H 3.407 -6.653 -2.460 0.124 0.233 -0.036 0.314
H 4.120 -7.874 -3.517 0.096 0.157 -0.095 0.236
H 5.164 -2.277 -3.819 0.118 0.238 0.085 0.275
H 4.268 -2.370 -5.273 0.028 -0.153 -0.342 0.309
H 6.022 -2.134 -5.322 0.344 -1.198 -0.292 0.262
C -1.764 -3.577 5.375 0.843 0.698 0.156 -0.623
O -3.058 -3.962 5.044 -1.740 -1.154 -1.108 -0.274
C -3.466 -4.040 3.770 0.020 1.929 -2.832 0.753
O -2.844 -3.667 2.733 -1.857 -1.606 3.664 -0.594
O -4.789 -4.418 3.814 0.697 0.110 -1.100 -0.279
C -5.631 -4.317 2.612 -0.041 0.507 -0.374 -0.667
H -1.494 -2.703 4.783 0.319 -0.096 0.019 0.314
H -1.047 -4.390 5.262 -0.021 0.037 -0.194 0.276
H -1.827 -3.305 6.429 0.159 0.014 -0.096 0.221
H -6.665 -4.558 2.860 0.364 -0.271 0.708 0.274
H -5.386 -4.920 1.738 0.743 -0.515 0.553 0.295
H -5.704 -3.319 2.181 0.555 0.376 0.566 0.303
```
Positions in Å, forces in eV/Å.

Output
Total charge   0
HOMO level   -4.6 eV
Energy relative to the best compared isomer or geometry (same formula, charge and spin)   154.9 kcal per mole
Molecular weight   426.35 g/mol
E_tot   -45983.965 eV

=====

# 2
Here is C2H4N2S3 in the gas phase from OMol25. Energies are from ωB97M-V/def2-TZVPD.

Structure (XYZ):
```
11
Properties=species:S:1:pos:R:3:forces:R:3:mulliken_charge:R:1
C 0.254 0.710 0.596 0.718 -0.052 0.360 -0.312
C 0.877 -0.678 0.720 -0.064 -0.213 -0.338 -0.623
N -1.094 0.532 0.159 -1.020 0.909 -0.342 -0.211
N -0.595 -0.737 -1.301 -0.672 -0.324 -0.864 -0.004
S -2.023 1.406 -0.720 0.047 0.109 0.748 -0.068
S -1.512 -0.320 -2.473 0.206 -0.183 -0.176 -0.115
S 0.751 -1.507 -0.919 0.867 -0.176 0.581 0.023
H 0.260 1.177 1.588 0.016 -0.035 -0.103 0.326
H 0.850 1.341 -0.083 -0.203 -0.100 0.029 0.299
H 1.925 -0.641 1.007 0.023 -0.015 0.021 0.391
H 0.306 -1.284 1.424 0.083 0.079 0.084 0.295
```
Positions in Å, forces in eV/Å.

Output
Total charge   0
HOMO level (spin up / spin down)   -8.4 / -7.3 eV
Energy relative to the best compared isomer or geometry (same formula, charge and spin)   88.3 kcal per mole
Molecular weight   152.27 g/mol
E_tot   -37620.595 eV

=====

# 3
Here is a molecular structure, C3H4N2O2S from OMol25. Energies are from ωB97M-V/def2-TZVPD.

Structure (XYZ):
```
12
Properties=species:S:1:pos:R:3:forces:R:3:mulliken_charge:R:1
C 1.364 -0.099 0.913 -0.534 -3.001 3.756 -0.313
C 1.738 0.524 -0.260 -3.820 3.748 -3.863 0.300
C -0.705 0.076 0.139 -0.803 -0.095 -0.741 -0.297
N 0.170 -0.575 1.060 0.649 1.340 0.570 -0.429
N -0.009 0.783 -0.901 3.930 0.107 0.898 -0.431
O 2.395 2.966 -1.419 -0.914 0.009 -0.608 -0.452
O 3.745 2.087 0.382 0.429 -0.105 0.887 -0.468
S 2.502 2.087 -0.311 0.428 -1.493 0.065 0.886
H 2.014 -0.389 1.770 0.181 0.371 -1.137 0.397
H -1.387 -0.640 -0.289 -0.345 -0.463 -0.218 0.327
H -1.343 0.804 0.658 0.219 -0.198 0.509 0.227
H -0.118 0.316 -1.791 0.580 -0.220 -0.118 0.254
```
Positions in Å, forces in eV/Å.

Output
Total charge   0
HOMO level (spin up / spin down)   -9.3 / -9.3 eV
Energy relative to the best compared isomer or geometry (same formula, charge and spin)   135.7 kcal per mole
Molecular weight   132.14 g/mol
E_tot   -21080.949 eV

=====

# 4
Here is C3H2FOP in the gas phase from OMol25. Energies are from ωB97M-V/def2-TZVPD.

Structure (XYZ):
```
8
Properties=species:S:1:pos:R:3:forces:R:3:mulliken_charge:R:1
C -1.072 -1.283 0.587 1.730 0.304 -0.562 0.194
C 0.084 -1.171 0.274 1.213 0.748 0.130 -0.292
C 1.460 -0.992 0.008 -2.611 2.858 1.133 -0.227
O 2.164 -1.949 -0.261 2.552 -2.141 -1.062 -0.294
F 3.864 0.229 -0.028 -0.768 0.414 1.371 -0.284
P 2.339 0.806 0.318 1.326 -2.474 -1.567 0.347
H -2.011 -1.142 0.934 -2.414 -0.125 0.686 0.490
H 2.435 1.236 -1.028 -1.028 0.415 -0.129 0.066
```
Positions in Å, forces in eV/Å.

Output
Multiplicity   3
⟨S²⟩   2.02
Total charge   0
HOMO level (spin up / spin down)   -7.0 / -10.5 eV
Energy relative to the best compared isomer or geometry (same formula, charge and spin)   0.0 kcal per mole
Molecular weight   104.02 g/mol
E_tot   -17191.347 eV

=====

Going through the records in order, we get max |F| values of 4.4, 1.4, 6.6, 4.0 eV/Å.